# 1
Computed, not measured: C18H36As2F13O18Tl as an isolated structure in a non-equilibrium geometry, with ωB97M-V with the def2-TZVPD basis set.

Last column: Mulliken charge in e.
Positions of all 88 atoms, in Å:
Tl  0.22  0.80  0.50  1.94
As  -0.83  -3.41  -0.52  1.89
As  0.94  2.67  3.72  2.06
F  -2.61  -3.64  -0.11  -0.49
F  1.39  1.01  3.16  -0.55
F  1.29  3.31  2.12  -0.49
F  -0.63  2.31  3.08  -0.51
F  -0.31  -3.91  1.15  -0.48
F  2.61  2.93  4.21  -0.49
F  0.41  4.33  4.30  -0.54
F  -1.12  -2.93  -2.28  -0.51
F  -0.92  3.48  0.05  -0.45
F  0.36  2.11  5.29  -0.50
F  -0.62  -5.15  -1.01  -0.49
F  -0.94  -1.64  -0.12  -0.31
F  0.95  -3.19  -0.88  -0.49
O  -3.32  1.68  -2.98  -0.47
O  -0.06  -2.38  4.28  -0.01
O  -2.71  0.74  1.03  0.20
O  -1.56  0.96  -1.79  0.49
O  1.76  -0.55  -1.66  0.16
O  -0.68  -0.84  2.82  0.18
O  2.26  -1.21  1.31  -0.04
O  4.25  -1.50  0.36  -0.14
O  3.33  2.98  -2.83  -0.38
O  -1.70  -0.95  4.93  -0.39
O  -2.58  -0.37  -3.20  -0.11
O  -4.75  -0.28  1.38  -0.47
O  0.89  -0.11  -3.76  0.10
O  3.76  -2.88  2.01  -0.41
O  1.71  2.50  -1.39  -0.35
O  -4.54  1.86  1.60  -0.44
O  3.10  -0.76  -3.59  -0.38
O  1.41  3.83  -3.28  -0.38
C  -3.54  2.84  -2.21  -0.13
C  2.09  3.01  -2.45  0.56
C  -2.64  0.10  4.72  -0.08
C  -4.00  3.16  1.51  -0.52
C  0.90  -0.45  -5.15  -0.81
C  2.70  -3.49  2.81  -0.43
C  -3.15  -0.51  -4.46  -0.89
C  4.20  -1.37  -2.98  -0.31
C  5.56  -2.03  0.26  -0.77
C  -0.85  -1.33  3.90  0.05
C  -2.43  0.78  -2.60  0.17
C  3.33  -1.81  1.20  0.27
C  0.03  4.03  -3.05  -0.34
C  -3.91  0.76  1.30  0.48
C  -4.18  -1.55  1.06  -0.35
C  -0.40  -3.26  5.33  -0.85
C  1.89  -0.56  -2.90  -0.04
C  4.31  2.17  -2.23  -0.34
H  1.80  -0.05  -5.61  0.33
H  4.92  2.62  -1.45  0.35
H  4.30  -0.85  -2.03  -0.25
H  -3.75  3.48  2.53  0.29
H  -3.42  -0.05  5.46  0.30
H  0.90  -1.53  -5.27  0.31
H  1.94  -3.87  2.13  0.20
H  3.98  1.30  -1.66  -0.12
H  -2.66  3.49  -2.17  0.02
H  6.17  -1.65  1.08  0.33
H  -2.10  1.05  4.79  0.15
H  5.60  -3.12  0.34  0.36
H  -3.04  -1.56  -4.72  0.27
H  2.23  -2.78  3.49  0.14
H  -0.50  3.07  -3.05  -0.10
H  4.02  -2.42  -2.74  0.40
H  6.01  -1.78  -0.70  0.24
H  -2.77  0.15  -5.24  0.33
H  -3.81  -1.51  0.03  0.14
H  -4.23  -0.36  -4.43  0.32
H  -4.79  3.77  1.07  0.31
H  4.92  1.89  -3.09  0.28
H  -0.42  4.68  -3.80  0.35
H  5.16  -1.25  -3.48  0.38
H  -4.96  -2.31  1.17  0.34
H  -0.01  0.03  -5.53  0.19
H  -3.06  3.34  1.00  0.11
H  -0.64  -2.66  6.21  0.36
H  -1.37  -3.75  5.25  0.30
H  -3.71  2.55  -1.18  -0.09
H  -0.15  4.46  -2.06  0.27
H  -4.36  3.44  -2.61  0.32
H  -3.11  0.03  3.74  -0.16
H  3.16  -4.33  3.34  0.30
H  0.49  -3.88  5.45  0.23
H  -3.40  -1.91  1.73  0.09

Summary:
- electronic energy (hartree) = -8003.99946
- Kohn-Sham gap (eV) = 4.08
- HOMO (eV) = -10.94
- largest force on an atom (hartree/bohr) = 0.063

---

# 2
Computed, not measured: C18H36Br18 as an isolated structure in a non-equilibrium geometry, with ωB97M-V with the def2-TZVPD basis set.

Last column: Mulliken charge in e.
Positions of all 72 atoms, in Å:
Br  -1.73  2.67  -2.97  -0.12
Br  -1.43  -1.66  1.11  0.19
Br  -0.29  0.17  5.86  -0.20
Br  2.39  1.05  0.04  0.51
Br  0.88  -2.51  0.65  -0.08
Br  0.25  5.44  1.29  -0.11
Br  2.77  1.70  -4.12  -0.17
Br  0.46  -1.97  4.44  0.07
Br  2.63  -1.83  -5.68  -0.17
Br  -2.90  -0.57  -4.22  -0.15
Br  -0.88  -5.72  2.15  -0.19
Br  6.02  3.81  1.39  -0.17
Br  -1.05  2.90  4.06  -0.11
Br  0.24  -0.38  -3.31  -0.07
Br  -0.46  1.84  -0.76  0.26
Br  -3.37  0.85  0.33  -0.06
Br  2.66  4.87  -1.43  -0.13
Br  -3.80  -3.63  3.55  -0.15
C  1.27  3.61  -0.70  -0.57
C  0.72  1.91  -4.20  -1.04
C  1.59  -1.82  -2.84  -0.33
C  1.02  3.70  0.84  0.50
C  0.41  -3.46  3.13  -0.35
C  1.69  -2.75  -4.08  -0.84
C  -0.66  1.15  3.23  0.51
C  -2.96  -2.92  0.73  -0.71
C  -0.82  -4.23  3.47  0.24
C  0.72  -0.81  -0.38  -1.01
C  -3.66  -0.27  -2.38  -0.65
C  3.73  2.29  0.93  -1.04
C  0.21  2.58  -2.92  -0.18
C  5.03  2.59  0.20  -0.62
C  -2.61  0.33  -1.48  0.21
C  -1.27  0.07  4.17  -0.35
C  -4.17  -2.81  1.71  -0.73
C  -0.45  0.01  0.07  0.42
H  -3.36  -2.74  -0.26  0.35
H  1.25  -2.33  -1.94  0.29
H  1.26  -4.14  3.25  0.57
H  5.60  1.68  0.03  0.45
H  -1.47  -0.37  -0.03  -1.14
H  4.86  2.99  -0.80  0.35
H  -2.61  -3.95  0.76  0.41
H  0.49  2.57  -5.04  0.60
H  0.74  3.54  -2.93  0.48
H  -2.16  1.20  -1.95  -0.25
H  0.63  -1.01  -1.44  0.18
H  0.54  2.22  -1.95  -0.83
H  1.60  -0.24  -0.10  0.15
H  1.38  2.55  -0.95  -0.31
H  -5.06  -3.31  1.34  0.49
H  0.49  -3.19  2.08  -0.27
H  1.84  3.48  1.51  0.39
H  0.75  -3.10  -4.50  0.39
H  -4.35  -1.74  1.87  0.29
H  3.24  3.22  1.23  0.35
H  0.30  3.88  -1.11  1.05
H  0.40  0.93  3.26  0.37
H  -1.86  -0.46  -1.41  0.73
H  -1.02  1.12  2.20  -0.29
H  3.93  1.73  1.85  0.56
H  -0.37  0.14  1.15  0.14
H  0.26  0.95  -4.42  0.52
H  -1.69  -3.59  3.33  -0.66
H  -2.27  0.20  4.57  0.51
H  -0.60  -4.69  4.43  0.57
H  0.23  3.00  1.10  -0.62
H  -4.06  -1.20  -1.98  0.37
H  2.14  -3.63  -3.63  0.51
H  -4.53  0.37  -2.53  0.48
H  -1.25  -0.95  3.76  -0.25
H  2.53  -1.31  -2.63  0.47

Summary:
- energy above the lowest of the compared OMol25 structures with the same formula, charge and spin (kcal per mole) = 580.5
- electronic energy (hartree) = -47038.82157
- Kohn-Sham gap (eV) = 8.36
- HOMO (eV) = -8.58
- largest force on an atom (hartree/bohr) = 0.233

---

# 3
Computed, not measured: a 9-piece molecular cluster, C18H36Br18 overall in a non-equilibrium geometry, with ωB97M-V with the def2-TZVPD basis set.

Last column: Mulliken charge in e.
Positions of all 72 atoms, in Å:
Br  26.43  9.47  5.42  0.05
Br  25.57  1.22  8.34  -0.09
Br  26.95  -0.10  13.19  -0.18
Br  27.19  2.56  3.99  -0.18
Br  22.94  1.53  3.05  -0.16
Br  30.00  5.35  9.57  -0.07
Br  20.46  -0.74  9.04  -0.11
Br  27.90  6.79  6.95  0.19
Br  26.77  4.06  11.26  0.03
Br  23.38  8.30  13.24  -0.17
Br  21.01  8.32  7.80  -0.15
Br  20.04  5.18  2.78  -0.20
Br  27.60  6.42  13.94  -0.17
Br  24.71  6.50  9.44  -0.05
Br  22.75  5.29  6.25  -0.14
Br  24.94  5.69  3.04  -0.03
Br  22.38  -2.91  6.81  -0.13
Br  25.16  10.09  9.17  -0.17
C  26.91  1.84  12.87  -0.85
C  26.65  2.05  11.38  -0.78
C  24.43  4.84  8.52  -0.03
C  28.54  6.67  9.72  -0.07
C  25.81  8.30  4.00  -0.56
C  22.47  9.14  8.89  -0.34
C  20.85  3.31  2.42  -0.59
C  22.19  -0.36  8.31  -0.10
C  22.33  3.39  2.79  0.03
C  27.04  1.48  5.77  -0.71
C  25.64  1.71  6.41  0.04
C  25.84  7.01  13.26  -0.32
C  22.33  -0.93  6.84  -0.40
C  25.43  8.39  13.53  -0.38
C  23.62  9.49  8.06  -0.33
C  22.95  4.62  8.12  -0.26
C  25.63  6.80  4.48  0.05
C  28.55  7.66  8.57  -0.12
H  23.38  10.24  7.30  0.50
H  22.72  3.55  8.08  0.07
H  25.12  6.33  13.71  0.43
H  22.39  3.90  3.75  -0.21
H  22.34  5.13  8.85  0.49
H  22.95  -0.82  8.94  0.36
H  22.85  8.53  9.71  0.12
H  21.52  -0.60  6.18  0.45
H  23.28  -0.65  6.39  0.02
H  25.75  9.21  12.89  0.30
H  24.71  4.01  9.17  -0.09
H  22.31  0.71  8.13  -0.09
H  27.31  1.54  10.68  0.58
H  26.27  2.27  13.63  0.43
H  25.61  1.74  11.28  0.36
H  24.88  1.11  5.90  0.03
H  22.15  10.09  9.32  0.44
H  24.94  6.80  5.32  -0.08
H  23.02  3.85  2.07  0.27
H  27.65  6.03  9.65  -0.49
H  25.72  8.79  14.50  0.42
H  25.14  4.74  7.70  0.19
H  26.61  6.38  4.68  0.04
H  20.47  2.60  3.16  0.37
H  27.87  1.75  6.43  0.44
H  28.57  7.14  10.71  0.43
H  29.57  8.02  8.45  0.46
H  27.11  0.45  5.41  0.40
H  27.81  2.27  13.32  0.41
H  27.76  8.38  8.79  0.15
H  20.56  2.95  1.44  0.41
H  25.01  8.74  3.41  0.49
H  23.95  8.62  7.49  -0.07
H  26.58  8.39  3.24  0.43
H  25.73  6.76  12.20  -0.14
H  25.38  2.74  6.16  0.13

Summary:
- energy above the lowest of the compared OMol25 structures with the same formula, charge and spin (kcal per mole) = 10.3
- multiplicity = 2
- electronic energy (hartree) = -47039.30355
- Kohn-Sham gap (spin up / spin down) (eV) = 8.66 / 2.67
- HOMO (spin up / spin down) (eV) = -11.65 / -11.65
- largest force on an atom (hartree/bohr) = 0.051
- expectation value of S² = 0.756
- charge = +1